Entry 1:
# C30H49FNO13P

A cluster of 6 separate species, C30H49FNO13P in total at a distorted geometry (the ωB97M-V functional and the def2-TZVPD basis, the Open Molecules 2025 dataset).

Geometry (Å):
C (1.05, 3.56, 2.56)
C (0.50, 3.04, 1.26)
O (0.66, 3.63, 0.21)
N (-0.23, 1.82, 1.37)
C (-1.15, 1.68, 0.23)
C (0.76, 0.71, 1.55)
C (0.52, -0.54, 0.71)
C (1.38, -1.70, 1.24)
C (1.46, -2.84, 0.22)
P (2.47, -2.31, -1.23)
F (3.43, -3.60, -1.40)
C (1.21, -2.57, -2.54)
C (1.69, -2.32, -3.97)
O (3.13, -2.34, -4.11)
C (3.57, -3.44, -4.78)
O (3.82, -4.48, -4.26)
H (1.82, 2.86, 2.92)
H (1.51, 4.53, 2.39)
H (0.26, 3.60, 3.32)
H (-1.69, 2.62, 0.13)
H (-0.64, 1.50, -0.72)
H (-1.87, 0.90, 0.45)
H (0.78, 0.41, 2.61)
H (1.77, 1.07, 1.32)
H (-0.52, -0.85, 0.72)
H (0.78, -0.32, -0.34)
H (0.89, -2.08, 2.14)
H (2.38, -1.34, 1.51)
H (1.92, -3.74, 0.65)
H (0.45, -3.12, -0.10)
H (0.75, -3.55, -2.45)
H (0.44, -1.83, -2.30)
H (1.33, -1.36, -4.33)
H (1.26, -3.09, -4.63)
H (3.68, -3.28, -5.86)
O (-2.10, -5.73, -3.60)
C (-1.03, -6.25, -3.66)
O (0.08, -5.69, -3.13)
C (1.25, -6.48, -3.45)
C (0.71, -7.87, -3.74)
C (-0.66, -7.56, -4.33)
H (1.74, -6.03, -4.31)
H (1.93, -6.44, -2.60)
H (1.36, -8.45, -4.40)
H (0.60, -8.43, -2.81)
H (-0.62, -7.39, -5.41)
H (-1.42, -8.32, -4.12)
O (4.09, 2.06, 2.52)
C (4.50, 1.74, 1.45)
O (3.75, 1.82, 0.33)
C (4.46, 1.27, -0.80)
C (5.93, 1.37, -0.42)
C (5.88, 1.19, 1.09)
H (4.13, 0.24, -0.93)
H (4.19, 1.85, -1.68)
H (6.55, 0.63, -0.94)
H (6.31, 2.36, -0.67)
H (5.91, 0.14, 1.39)
H (6.65, 1.74, 1.63)
O (-3.02, 4.36, -0.24)
C (-2.75, 5.53, -0.28)
O (-3.69, 6.48, -0.48)
C (-3.08, 7.77, -0.59)
C (-1.73, 7.64, 0.10)
C (-1.38, 6.17, -0.16)
H (-2.97, 8.01, -1.66)
H (-3.73, 8.51, -0.13)
H (-0.99, 8.34, -0.26)
H (-1.85, 7.80, 1.18)
H (-0.86, 6.03, -1.11)
H (-0.81, 5.70, 0.63)
O (0.82, -3.63, 3.85)
C (0.67, -3.01, 4.86)
O (-0.16, -1.94, 4.93)
C (-0.08, -1.31, 6.21)
C (0.47, -2.39, 7.15)
C (1.35, -3.20, 6.20)
H (0.60, -0.46, 6.13)
H (-1.06, -0.95, 6.49)
H (0.99, -1.98, 8.01)
H (-0.35, -3.00, 7.52)
H (2.36, -2.81, 6.13)
H (1.40, -4.26, 6.45)
O (-8.89, 1.21, -0.22)
C (-8.09, 1.97, -0.67)
O (-8.46, 3.04, -1.43)
C (-7.29, 3.73, -1.91)
C (-6.17, 3.36, -0.95)
C (-6.58, 1.95, -0.53)
H (-7.09, 3.39, -2.93)
H (-7.51, 4.79, -1.94)
H (-5.18, 3.43, -1.39)
H (-6.19, 4.02, -0.08)
H (-6.19, 1.19, -1.21)
H (-6.30, 1.70, 0.49)

Its calculated total energy is -2646.68862 hartree. Its structure (SMILES) is CC(=O)N(C)CCCCP(F)CCOC=O.O=C1CCCO1.O=C1CCCO1.O=C1CCCO1.O=C1CCCO1.O=C1CCCO1. The calculation puts the HOMO-LUMO gap at 9.260 eV.

=====

Entry 2:
# C3H4O2

An isolated molecule of C3H4O2 (the ωB97M-V functional and the def2-TZVPD basis, the Open Molecules 2025 dataset).

Geometry (Å):
C (-0.02, 1.08, 0.47)
C (-0.23, -0.40, 0.40)
O (-0.70, -1.07, 1.30)
C (0.16, -1.15, -0.88)
O (0.60, -0.61, -1.86)
H (0.04, 1.40, 1.51)
H (-0.86, 1.59, -0.01)
H (0.89, 1.38, -0.07)
H (-0.01, -2.24, -0.79)

Its calculated total energy is -267.16756 hartree. Its structure (SMILES) is CC(=O)C=O. The calculation puts the HOMO-LUMO gap at 9.446 eV.